1.
This record from the OMol25 dataset describes C4H2Cl4OS in the gas phase in a non-equilibrium geometry. The level of theory is ωB97M-V/def2-TZVPD.

XYZ file:
```
12
C4H2Cl4OS (ωB97M-V/def2-TZVPD)
O 1.205 1.217 -1.017
Cl 3.104 -2.028 1.605
Cl -2.758 0.578 -2.309
Cl -0.147 -2.147 1.173
Cl -1.066 1.336 1.643
C 2.283 -1.013 0.435
C -2.391 0.993 -0.647
C 0.923 -1.036 0.255
C -1.154 0.886 -0.039
S 0.236 0.097 -0.986
H 2.931 -0.308 -0.101
H -3.167 1.425 -0.011
```

- frontier orbital gap (eV) = 9.6
- electronic energy (eV) = -67149.99865

=====

2.
This record from the OMol25 dataset describes 2 unconnected molecules or ions with the total composition C4H2ClFS in a non-equilibrium geometry. The level of theory is ωB97M-V/def2-TZVPD.

XYZ file:
```
9
C4H2ClFS (ωB97M-V/def2-TZVPD)
C -2.430 1.003 1.396
C 2.842 -0.564 -1.016
C -1.947 0.343 0.366
C 1.934 -0.050 -0.427
F -2.348 0.131 -0.858
S -1.920 1.669 2.832
Cl 0.666 0.680 0.331
H -3.517 0.884 1.421
H 3.650 -1.024 -1.501
```

- frontier orbital gap (spin up / spin down) (eV) = 7.9 / 6.6
- electronic energy (eV) = -30248.23866
- energy above the lowest of the compared OMol25 structures with the same formula, charge and spin (kcal per mole) = 157.26

=====

3.
This record from the OMol25 dataset describes a gas-phase ion, C4H2ClO3 (charge -1) in a non-equilibrium geometry. The level of theory is ωB97M-V/def2-TZVPD.

XYZ file:
```
10
C4H2ClO3 (ωB97M-V/def2-TZVPD)
C -0.088 -0.156 0.141
C -0.642 -0.507 1.281
C -0.554 0.342 2.583
O -1.620 0.781 3.058
O 0.619 0.530 2.927
C -1.295 -2.044 1.404
O -2.452 -2.287 1.360
Cl -0.019 -3.157 1.729
H -0.050 -0.838 -0.823
H 0.268 0.745 0.009
```

- frontier orbital gap (eV) = 7.9
- electronic energy (eV) = -22845.70899
- total charge = -1
- SMILES = C=C(C(=O)[O-])C(=O)Cl
- energy above the lowest of the compared OMol25 structures with the same formula, charge and spin (kcal per mole) = 26.98

=====

4.
This record from the OMol25 dataset describes a molecular structure, C4H2CoO2 in a non-equilibrium geometry. The level of theory is ωB97M-V/def2-TZVPD.

XYZ file:
```
9
C4H2CoO2 (ωB97M-V/def2-TZVPD)
H -1.636 1.278 -1.655
C -0.982 0.935 -0.849
C -0.035 0.013 -0.953
O -1.286 1.644 0.268
O -0.548 1.350 1.429
Co 0.631 -0.104 1.626
C 1.321 -1.656 0.405
C 0.867 -0.791 -0.468
H 1.668 -2.669 0.197
```

- frontier orbital gap (spin up / spin down) (eV) = 7.6 / 7.1
- electronic energy (eV) = -45894.13085
- multiplicity = 4
- energy above the lowest of the compared OMol25 structures with the same formula, charge and spin (kcal per mole) = 0.00
- <S²> = 3.776

=====

5.
This record from the OMol25 dataset describes a molecular structure, C4H2CrO2 in a non-equilibrium geometry. The level of theory is ωB97M-V/def2-TZVPD.

XYZ file:
```
9
C4H2CrO2 (ωB97M-V/def2-TZVPD)
H 0.411 -1.679 -2.402
O 1.214 -3.470 -0.143
C 0.947 -2.522 -0.699
C 0.244 -1.470 -1.299
C 0.262 -0.329 -0.626
C 0.347 0.809 0.064
O -0.559 1.307 0.827
Cr -1.011 2.697 1.787
H 1.343 1.280 0.004
```

- frontier orbital gap (spin up / spin down) (eV) = 6.9 / 7.9
- electronic energy (eV) = -36673.43964
- total charge = +2
- multiplicity = 5
- energy above the lowest of the compared OMol25 structures with the same formula, charge and spin (kcal per mole) = 0.00
- <S²> = 6.021

=====

6.
This record from the OMol25 dataset describes 2 unconnected molecules or ions with the total composition C4H2F2I2O in a non-equilibrium geometry. The level of theory is ωB97M-V/def2-TZVPD.

XYZ file:
```
11
C4H2F2I2O (ωB97M-V/def2-TZVPD)
F 0.343 -3.205 -0.678
C -0.193 -1.998 -0.645
C 0.258 -0.837 -0.115
C -0.760 0.120 -0.396
C -1.714 -0.569 -1.063
F -2.864 -0.177 -1.587
O -1.396 -1.864 -1.232
H 1.181 -0.671 0.399
H -0.768 1.158 -0.140
I -7.025 0.614 -0.514
I -5.171 -0.700 0.869
```

- frontier orbital gap (eV) = 7.2
- electronic energy (eV) = -27863.18693
- SMILES = Fc1ccc(F)o1.II
- energy above the lowest of the compared OMol25 structures with the same formula, charge and spin (kcal per mole) = 0.00

=====

7.
This record from the OMol25 dataset describes a molecular structure, C4H2F2O in a non-equilibrium geometry. The level of theory is ωB97M-V/def2-TZVPD.

XYZ file:
```
9
C4H2F2O (ωB97M-V/def2-TZVPD)
C 1.411 0.702 1.880
C 0.517 0.316 1.144
C -0.032 0.386 -0.298
C -0.758 -0.824 0.029
O 0.718 0.156 -1.430
F -0.330 -2.023 0.073
F -1.835 -0.793 0.787
H -0.797 1.161 -0.438
H 1.105 0.920 -1.748
```

- frontier orbital gap (spin up / spin down) (eV) = 8.0 / 8.0
- electronic energy (eV) = -11655.52201
- energy above the lowest of the compared OMol25 structures with the same formula, charge and spin (kcal per mole) = 138.87

=====

8.
This record from the OMol25 dataset describes 2 unconnected molecules or ions with the total composition C4H2F2O in a non-equilibrium geometry. The level of theory is ωB97M-V/def2-TZVPD.

XYZ file:
```
9
C4H2F2O (ωB97M-V/def2-TZVPD)
C 0.007 2.115 -0.273
C 0.563 0.915 -0.086
C -0.954 1.065 -0.030
C 1.544 0.117 -0.015
O 2.456 -0.590 0.126
F -1.570 0.841 1.184
F -0.517 -2.045 -0.026
H -1.493 0.455 -0.802
H -0.035 -2.873 -0.078
```

- frontier orbital gap (eV) = 7.9
- electronic energy (eV) = -11657.41662
- energy above the lowest of the compared OMol25 structures with the same formula, charge and spin (kcal per mole) = 95.18

=====

9.
This record from the OMol25 dataset describes C4H2F2S2 in the gas phase in a non-equilibrium geometry. The level of theory is ωB97M-V/def2-TZVPD.

XYZ file:
```
10
C4H2F2S2 (ωB97M-V/def2-TZVPD)
F 0.058 2.516 1.325
C 0.142 1.280 0.920
C -0.085 0.905 -0.348
F -0.212 1.806 -1.288
C -0.122 -0.438 -0.892
S -0.358 -0.694 -2.481
C -0.034 -1.644 0.031
S 1.126 -1.985 1.155
H 0.383 0.595 1.690
H -0.896 -2.341 -0.113
```

- frontier orbital gap (eV) = 7.4
- electronic energy (eV) = -31283.22555
- SMILES = F/C=C(\F)C(=S)C=S
- energy above the lowest of the compared OMol25 structures with the same formula, charge and spin (kcal per mole) = 7.50

=====

10.
This record from the OMol25 dataset describes C4H2F7N in the gas phase in a non-equilibrium geometry. The level of theory is ωB97M-V/def2-TZVPD.

XYZ file:
```
14
C4H2F7N (ωB97M-V/def2-TZVPD)
H -2.493 0.515 0.677
N -1.579 0.138 0.992
C -0.755 -0.177 0.120
C 0.688 -0.690 0.302
F 0.622 -1.772 1.088
C 1.599 0.292 0.877
F 1.871 1.346 0.028
F 2.802 -0.257 1.196
F 1.092 0.899 1.959
C -1.145 0.127 -1.325
F -0.567 -0.746 -2.219
F -0.864 1.401 -1.697
F -2.483 0.028 -1.496
H 1.213 -1.103 -0.502
```

- frontier orbital gap (eV) = 11.2
- electronic energy (eV) = -24692.40058
- SMILES = [H]/N=C(/[C@H](F)C(F)(F)F)C(F)(F)F
- energy above the lowest of the compared OMol25 structures with the same formula, charge and spin (kcal per mole) = 0.00

=====

11.
This record from the OMol25 dataset describes C4H2FN3 in the gas phase in a non-equilibrium geometry. The level of theory is ωB97M-V/def2-TZVPD.

XYZ file:
```
10
C4H2FN3 (ωB97M-V/def2-TZVPD)
N -0.488 -2.599 -0.820
C -0.009 -1.780 -0.178
C 0.521 -0.617 0.608
C -0.677 -0.152 1.436
C -1.966 -0.693 1.151
N -2.917 -1.220 0.880
N -0.622 0.769 2.305
F 0.590 1.273 2.636
H 0.944 0.063 -0.124
H 1.350 -0.990 1.387
```

- frontier orbital gap (eV) = 11.3
- electronic energy (eV) = -11364.22003
- SMILES = N#CC/C(C#N)=N\F
- energy above the lowest of the compared OMol25 structures with the same formula, charge and spin (kcal per mole) = 7.69

=====

12.
This record from the OMol25 dataset describes a gas-phase ion, C4H2FO3 (charge -1) in a non-equilibrium geometry. The level of theory is ωB97M-V/def2-TZVPD.

XYZ file:
```
10
C4H2FO3 (ωB97M-V/def2-TZVPD)
C -0.955 -0.158 -0.535
C -1.119 0.427 0.727
C 0.038 -1.180 -0.642
C 1.334 -0.904 1.428
O 1.948 -1.295 2.383
O 0.505 -1.806 -1.575
O 0.538 -1.570 0.624
F -2.148 1.332 0.733
H -1.447 0.390 -1.464
H 1.376 0.150 1.215
```

- frontier orbital gap (eV) = 8.1
- electronic energy (eV) = -13039.47442
- total charge = -1
- energy above the lowest of the compared OMol25 structures with the same formula, charge and spin (kcal per mole) = 0.43

=====

13.
This record from the OMol25 dataset describes a molecular structure, C4H2GdO in a non-equilibrium geometry. The level of theory is ωB97M-V/def2-TZVPD.

XYZ file:
```
8
C4H2GdO (ωB97M-V/def2-TZVPD)
C 1.469 0.281 3.094
C 0.296 -0.905 1.081
C 0.828 -0.201 1.979
C -0.580 2.300 -1.479
O -0.829 1.213 -1.721
Gd -0.870 -1.219 -1.165
H 1.924 -0.399 3.816
H 1.426 1.341 3.352
```

- frontier orbital gap (spin up / spin down) (eV) = 3.4 / 6.1
- electronic energy (eV) = -27036.55162
- total charge = +2
- multiplicity = 9
- energy above the lowest of the compared OMol25 structures with the same formula, charge and spin (kcal per mole) = 20.16
- <S²> = 20.316

=====

14.
This record from the OMol25 dataset describes 2 unconnected molecules or ions with the total composition C4H2IO2 in a non-equilibrium geometry. The level of theory is ωB97M-V/def2-TZVPD.

XYZ file:
```
9
C4H2IO2 (ωB97M-V/def2-TZVPD)
C -2.476 -1.469 0.653
C -1.428 -1.240 0.110
C 1.124 1.589 -0.041
C 0.811 0.148 -0.470
O 0.594 2.202 0.850
O 2.031 1.839 -0.860
I 2.136 -1.300 0.234
H -3.413 -1.773 1.049
H 0.621 0.004 -1.524
```

- frontier orbital gap (spin up / spin down) (eV) = 7.8 / 7.8
- electronic energy (eV) = -16371.95366
- total charge = -1
- energy above the lowest of the compared OMol25 structures with the same formula, charge and spin (kcal per mole) = 82.49

=====

15.
This record from the OMol25 dataset describes a gas-phase ion, C4H2IOS (charge -1) in a non-equilibrium geometry. The level of theory is ωB97M-V/def2-TZVPD.

XYZ file:
```
9
C4H2IOS (ωB97M-V/def2-TZVPD)
S -0.592 -2.702 0.045
C -0.128 -1.054 -0.056
C 1.166 -0.607 -0.169
O 1.333 0.737 0.056
C 0.074 1.258 0.189
C -0.856 0.258 0.128
I -2.826 0.926 0.016
H 2.000 -1.125 -0.324
H -0.173 2.310 0.115
```

- frontier orbital gap (eV) = 5.5
- electronic energy (eV) = -25163.69062
- total charge = -1
- SMILES = [S-]c1cocc1I
- energy above the lowest of the compared OMol25 structures with the same formula, charge and spin (kcal per mole) = 1.02

=====

16.
This record from the OMol25 dataset describes a gas-phase ion, C4H2N (charge +1) in a non-equilibrium geometry. The level of theory is ωB97M-V/def2-TZVPD.

XYZ file:
```
7
C4H2N (ωB97M-V/def2-TZVPD)
C -1.834 0.261 0.500
C -0.695 1.497 -0.957
C -0.671 -0.238 0.447
C 0.129 0.620 -0.567
N 0.714 -0.498 0.129
H 1.414 -0.294 0.864
H 0.943 -1.348 -0.417
```

- frontier orbital gap (eV) = 9.3
- electronic energy (eV) = -5650.44901
- total charge = +1
- energy above the lowest of the compared OMol25 structures with the same formula, charge and spin (kcal per mole) = 14.76